DFT (wB97M-V/def2-TZVPD) results for 10 unconnected molecules or ions with the total composition C40H80O22.

Each line ends with the Mulliken charge.
Positions of all 142 atoms, in Å:
C: 1.499 -10.307 4.887  -1.15
C: 0.642 -10.154 3.650  -0.20
O: 0.558 -8.839 3.203  -0.27
C: -0.652 -8.246 2.918  0.75
O: -1.772 -8.681 3.212  -0.58
O: -0.428 -7.083 2.326  -0.30
C: -1.592 -6.270 1.986  -0.61
H: 1.576 -11.362 5.148  0.36
H: 1.145 -9.710 5.727  0.32
H: 2.504 -9.923 4.711  0.27
H: -0.336 -10.584 3.867  0.34
H: 1.069 -10.755 2.847  0.27
H: -2.228 -6.230 2.870  0.29
H: -2.113 -6.754 1.160  0.28
H: -1.404 -5.264 1.612  0.22
C: 0.630 -0.517 2.476  -1.10
C: 0.917 0.185 1.162  -0.17
O: 0.176 -0.416 0.085  -0.34
C: -0.860 0.212 -0.555  0.80
O: -1.122 1.399 -0.410  -0.62
O: -1.452 -0.655 -1.315  -0.28
C: -2.633 -0.359 -2.024  -0.52
H: 1.420 -0.336 3.204  0.38
H: 0.556 -1.595 2.335  0.28
H: -0.269 -0.170 2.985  0.28
H: 1.992 0.145 0.985  0.32
H: 0.660 1.238 1.269  0.25
H: -3.039 -1.135 -2.674  0.29
H: -2.460 0.552 -2.596  0.25
H: -3.462 -0.103 -1.365  0.16
C: 1.471 2.166 7.493  -1.10
C: 2.052 1.701 8.787  -0.16
O: 3.256 2.389 9.027  -0.33
C: 4.432 1.886 8.510  0.72
O: 4.521 0.995 7.705  -0.53
O: 5.476 2.647 8.961  -0.32
C: 6.735 2.581 8.263  -0.63
H: 0.419 1.941 7.318  0.38
H: 2.128 1.802 6.703  0.25
H: 1.560 3.252 7.521  0.29
H: 2.212 0.626 8.705  0.24
H: 1.247 1.799 9.516  0.37
H: 6.563 2.365 7.209  0.29
H: 7.292 1.779 8.747  0.28
H: 7.410 3.420 8.432  0.24
C: -3.129 4.017 3.574  -1.18
C: -4.092 3.464 2.499  -0.24
O: -4.138 2.045 2.579  -0.23
C: -4.944 1.295 1.897  0.73
O: -5.677 1.642 0.981  -0.60
O: -4.726 0.002 2.435  -0.27
C: -5.150 -1.128 1.753  -0.54
H: -3.206 5.104 3.562  0.39
H: -2.078 3.777 3.410  0.29
H: -3.409 3.724 4.586  0.31
H: -3.900 3.785 1.475  0.32
H: -5.113 3.790 2.702  0.32
H: -6.232 -1.155 1.625  0.32
H: -4.879 -1.980 2.377  0.24
H: -4.765 -1.232 0.738  0.17
C: -13.691 -1.935 -0.906  -1.12
C: -13.054 -0.541 -1.126  -0.20
O: -11.799 -0.607 -1.748  -0.30
C: -11.631 -1.079 -2.939  0.73
O: -12.533 -1.484 -3.693  -0.58
O: -10.296 -1.055 -3.337  -0.35
C: -9.199 -0.666 -2.517  -0.49
H: -13.207 -2.605 -0.195  0.32
H: -13.713 -2.512 -1.830  0.33
H: -14.659 -1.856 -0.413  0.37
H: -12.965 -0.190 -0.097  0.25
H: -13.709 0.171 -1.628  0.31
H: -9.132 -1.553 -1.889  0.27
H: -9.473 0.260 -2.010  0.26
H: -8.257 -0.512 -3.044  0.21
C: 8.233 6.304 -6.728  -1.12
C: 6.881 5.965 -6.109  -0.26
O: 7.028 4.966 -5.120  -0.25
C: 5.911 4.593 -4.433  0.77
O: 4.785 5.038 -4.607  -0.58
O: 6.253 3.660 -3.519  -0.31
C: 5.255 3.135 -2.661  -0.65
H: 8.338 5.465 -7.416  0.29
H: 9.080 6.313 -6.043  0.30
H: 8.171 7.271 -7.228  0.34
H: 6.105 5.666 -6.814  0.34
H: 6.445 6.837 -5.622  0.30
H: 4.221 3.308 -2.958  0.30
H: 5.377 3.524 -1.651  0.27
H: 5.238 2.048 -2.592  0.26
C: 4.806 -4.098 4.389  -0.47
C: 6.122 -3.562 5.000  -0.50
C: 7.018 -4.805 4.901  -0.38
O: 6.162 -5.960 4.841  -0.41
C: 4.769 -5.607 4.739  -0.39
H: 4.879 -3.937 3.314  0.26
H: 3.908 -3.607 4.763  0.33
H: 6.091 -3.242 6.042  0.26
H: 6.481 -2.736 4.386  0.29
H: 7.630 -4.905 5.798  0.27
H: 7.627 -4.708 4.002  0.25
H: 4.360 -5.805 5.730  0.24
H: 4.257 -6.247 4.020  0.26
C: 2.289 -2.829 -4.326  -0.48
C: 3.132 -4.052 -4.669  -0.53
C: 4.414 -3.356 -5.061  -0.46
O: 4.586 -2.312 -4.060  -0.43
C: 3.292 -1.898 -3.566  -0.26
H: 1.421 -3.100 -3.725  0.31
H: 1.997 -2.378 -5.274  0.26
H: 2.696 -4.605 -5.500  0.32
H: 3.304 -4.691 -3.803  0.30
H: 4.408 -2.812 -6.005  0.28
H: 5.243 -4.065 -5.032  0.29
H: 3.163 -0.853 -3.848  0.20
H: 3.350 -2.036 -2.486  0.20
C: -0.013 6.233 -2.223  -0.35
C: -1.439 6.539 -2.235  -0.50
C: -1.583 7.883 -1.491  -0.39
O: -0.308 8.053 -0.925  -0.44
C: 0.375 6.812 -0.885  -0.42
H: 0.539 6.664 -3.058  0.21
H: 0.299 5.189 -2.232  0.28
H: -2.098 5.842 -1.717  0.16
H: -1.850 6.619 -3.241  0.34
H: -2.417 7.793 -0.795  0.27
H: -1.922 8.653 -2.184  0.29
H: -0.001 6.420 0.060  0.25
H: 1.456 6.952 -0.865  0.29
C: -1.316 0.936 -7.161  -0.51
C: -0.553 1.854 -6.167  -0.21
C: 0.034 2.945 -7.105  -0.53
O: -0.829 2.911 -8.231  -0.42
C: -1.173 1.561 -8.506  -0.41
H: -2.353 0.879 -6.832  0.21
H: -0.958 -0.093 -7.143  0.29
H: 0.257 1.286 -5.709  0.17
H: -1.252 2.312 -5.468  0.24
H: 1.021 2.691 -7.491  0.30
H: 0.185 3.904 -6.610  0.32
H: -0.347 1.126 -9.068  0.27
H: -2.023 1.529 -9.187  0.29

The value obtained for the largest force on an atom is 3.60 eV/A. As for the LUMO energy: 0.09 eV. The electronic energy comes out at -87816.9823 eV. As for the HOMO energy: -0.3463 hartree. For the HOMO-LUMO gap, the calculation gives 9.516 eV. Its energy relative to the best compared isomer or geometry (same formula, charge and spin) is 0.00 kJ/mol.